15
Properties=species:S:1:pos:R:3:forces:R:3:lowdin_charge:R:1 method="wB97M-V/def2-TZVPD" homo_ev=-8.400 charge=0 orbital_gap_ev=9.1940 multiplicity=1 e_above_lowest_kcal_mol=93.6 e_lumo_ev=0.79
O 1.0168 0.6812 -1.7770 0.16 -0.05 -0.07 0.0582
O -0.1391 0.6766 1.4225 0.46 0.16 0.01 -0.1350
C 0.5993 -0.0588 -0.7222 0.10 -0.35 0.22 -0.4196
C 1.0400 1.2289 1.5397 -0.33 -0.14 0.35 0.0844
C -1.8343 -0.2373 -0.0409 -0.03 -0.02 0.02 -0.0250
C 1.1496 -1.1920 -0.2867 -0.12 0.10 -0.15 0.0595
C -0.5567 0.5796 0.0201 -0.07 -0.05 -0.31 -0.3182
H 0.7039 -1.6817 0.5705 0.15 0.00 -0.06 0.0708
H -2.6625 0.2744 0.4565 0.13 -0.01 -0.05 0.0838
H -1.6829 -1.2063 0.4446 0.00 0.13 -0.09 0.0846
H 1.8358 0.2957 -2.1204 -0.20 0.08 -0.01 0.1181
H -2.1060 -0.4195 -1.0877 0.06 0.08 0.23 0.0957
H 2.0607 -1.6157 -0.6973 -0.18 0.04 -0.10 0.0684
H -0.7001 1.6026 -0.3382 0.04 -0.18 -0.02 0.1500
H 1.2756 1.0725 2.6164 -0.16 0.20 0.05 0.0243

---

7
Properties=species:S:1:pos:R:3:forces:R:3:lowdin_charge:R:1 method="wB97M-V/def2-TZVPD" homo_ev="-2.719 / -2.717" charge=-1 orbital_gap_ev="6.8551 / 6.8538" multiplicity=1 e_above_lowest_kcal_mol=71.8 e_lumo_ev="4.14 / 4.14"
S 0.3404 -1.4552 -0.2967 -0.43 -0.73 -0.48 -0.0145
P -1.1195 -0.0673 0.0835 1.05 1.71 0.59 0.2349
O 2.1788 1.0725 -0.4086 0.14 -0.77 0.90 -0.2619
N 1.2252 0.5486 0.1971 0.13 1.65 -0.58 -0.5107
H -2.2394 -0.7314 0.3081 -2.16 -1.96 0.59 -0.2659
H 1.4070 0.2192 1.1901 0.69 0.11 -0.39 -0.0040
H -1.7924 0.4135 -1.0736 0.58 0.00 -0.64 -0.1780

---

88
Properties=species:S:1:pos:R:3:forces:R:3:lowdin_charge:R:1 method="wB97M-V/def2-TZVPD" homo_ev="-8.564 / -8.592" charge=0 orbital_gap_ev="8.7692 / 8.7970" multiplicity=5 e_above_lowest_kcal_mol=0.0 e_lumo_ev="0.21 / 0.21"
Pm 0.1753 -0.2125 0.4086 0.25 0.43 -0.91 1.2181
Cl 2.7311 0.1814 1.0856 -0.03 0.19 -0.11 -0.1453
Cl 0.6971 -4.7640 -2.0463 0.24 -0.38 -0.43 0.2713
Cl -0.4259 -2.6948 0.0972 -0.18 -0.30 0.27 -0.0107
Si 0.5294 -5.8949 -0.3215 -0.06 -0.95 0.25 0.0673
O -0.2121 2.0679 1.1342 1.26 1.56 0.25 -0.2046
O -2.1912 0.2042 0.0856 -0.55 0.89 -0.85 -0.1779
O 0.4366 0.4344 -1.6885 -0.67 -0.22 1.16 -0.4005
N -2.6534 0.5212 -2.1401 -0.04 0.21 0.84 -0.1587
N 0.9753 -1.8885 4.8203 -0.53 0.22 -0.01 -0.0893
N 0.3062 4.2792 1.3789 -0.10 -0.08 -0.07 -0.1573
N -0.3644 0.1305 5.2365 0.03 -0.43 -0.01 -0.0895
N -0.1824 -0.7568 2.9622 0.00 -0.25 0.24 -0.2044
N -1.4773 -1.9899 4.6534 0.44 0.38 -0.02 -0.0861
C -2.1104 -0.7542 -2.6030 0.18 -0.20 -0.28 -0.0235
C 1.1305 0.7469 -3.9185 -0.57 0.55 -0.45 -0.2385
C -1.2984 -6.0043 0.0895 -0.34 0.34 0.17 -0.2474
C 0.6391 3.0134 1.1603 -0.75 -1.10 -0.25 -0.2732
C 2.1679 4.8795 -2.2485 -0.12 -0.08 0.07 -0.0873
C 2.2498 3.4868 -2.2888 -0.02 0.33 -0.08 -0.0290
C 1.6327 -0.6415 -4.1695 0.16 -0.40 -0.09 -0.0316
C 0.9098 5.4902 -2.2208 0.07 0.21 0.15 -0.1228
C -1.0770 4.6084 1.6951 0.06 0.11 -0.10 -0.0162
C -3.1328 1.4220 -3.1733 0.13 0.06 0.12 -0.0406
C 1.0977 2.7016 -2.2844 0.11 -0.43 -0.18 -0.1750
C -0.2842 0.4624 3.8014 -0.03 -0.37 0.47 -0.1857
C 1.8260 -5.2732 0.8954 0.04 0.44 0.26 -0.2322
C 0.3517 1.2166 -6.2730 -0.25 -0.18 -0.78 -0.1003
C 1.0353 -1.5284 3.3963 -0.19 0.08 0.35 -0.2160
C -0.2578 4.7204 -2.2190 0.18 -0.44 0.16 -0.0822
C -1.3877 -1.6107 3.2258 0.25 0.07 0.46 -0.1837
C 0.8422 -0.6440 5.6168 -0.17 -0.10 -0.61 -0.1570
C 1.2484 5.3886 1.2775 0.18 0.03 0.16 -0.0321
C -2.6311 0.9105 -0.8565 0.53 -0.67 -0.33 -0.2847
C 0.8925 -7.7392 -0.6433 0.25 0.14 -0.06 -0.2257
C -1.5406 -0.7448 5.4598 0.30 -0.12 -0.52 -0.1648
C -0.2353 -2.7096 5.0409 -0.02 0.38 -0.40 -0.1591
C 1.2731 1.1825 -2.4759 0.41 0.47 0.33 -0.4113
C 0.5506 1.5333 -4.8363 0.57 -0.39 0.27 -0.1200
C -0.1574 3.3166 -2.2086 -0.01 0.34 -0.07 -0.0440
H -1.1069 5.1445 2.6508 -0.07 -0.07 -0.18 0.0985
H 0.1393 -8.1605 -1.3270 0.24 0.13 0.19 0.0237
H 0.2512 2.5414 -4.5806 0.05 0.04 0.23 0.0964
H -0.1506 -3.6055 4.4077 -0.06 0.13 0.36 0.1270
H 1.0962 -2.4368 2.7780 -0.03 0.21 0.20 0.1053
H -1.3285 -2.4964 2.5811 0.02 0.17 0.29 0.0711
H 1.0835 1.7566 -6.8968 -0.18 -0.16 0.15 0.0820
H 1.6859 -0.8987 -5.2364 0.03 0.11 0.36 0.0716
H -1.7489 -6.7212 -0.6207 0.21 0.27 0.27 0.0307
H -0.6397 1.5702 -6.5964 0.22 -0.15 0.00 0.0708
H -1.1003 -0.6197 -3.0111 -0.28 0.14 0.22 0.0751
H 0.4239 0.1469 -6.5164 -0.02 0.36 0.11 0.0660
H 2.2311 5.0268 0.9537 -0.29 0.01 0.09 0.0965
H -2.2821 -1.0368 2.9466 0.17 -0.12 0.08 0.1275
H -2.7503 -1.1171 -3.4119 -0.09 -0.07 0.22 0.0952
H 0.8963 6.1280 0.5428 0.03 -0.34 0.19 0.0846
H 1.7212 -0.0158 5.4139 -0.15 -0.19 0.25 0.1276
H -1.0592 2.6924 -2.1769 0.50 0.29 -0.04 0.0883
H -0.2896 -2.9702 6.1102 -0.05 -0.04 -0.41 0.1244
H -3.0049 1.9534 -0.6971 0.08 -0.75 0.05 0.1545
H 1.6533 -5.6690 1.9149 0.11 0.02 -0.46 0.0344
H -1.5721 -1.0237 6.5235 -0.11 0.18 -0.30 0.1231
H 3.0873 5.4794 -2.2478 -0.48 -0.21 0.01 0.1075
H -2.0514 -1.4886 -1.7976 -0.12 0.20 -0.04 0.0483
H 2.6416 -0.7150 -3.7363 -0.19 -0.14 -0.18 0.0929
H 1.3493 5.8874 2.2533 -0.03 -0.16 -0.24 0.0950
H 2.3055 0.9389 -2.1606 0.09 0.32 -0.24 0.1289
H 1.8666 -4.1694 0.9793 -0.17 -0.58 -0.16 -0.0102
H 0.7746 -0.9148 6.6828 0.10 0.19 -0.36 0.1249
H 1.0242 -1.4154 -3.6671 0.17 0.39 -0.09 0.0845
H -2.2917 1.8735 -3.7174 -0.18 -0.19 0.00 0.0830
H -2.4430 -0.1930 5.1626 0.14 -0.13 0.24 0.1233
H -1.6343 3.6767 1.7609 -0.03 0.13 0.07 0.0843
H 0.8471 6.5810 -2.1505 -0.03 -0.36 -0.21 0.1009
H 1.8860 -7.9150 -1.0765 -0.19 0.02 0.08 0.0219
H -3.7124 2.2113 -2.6907 -0.05 -0.01 -0.25 0.0912
H -1.2406 5.2108 -2.2388 0.45 -0.24 0.12 0.1045
H -1.8350 -5.0497 -0.0005 0.22 -0.29 0.06 -0.0172
H -3.7549 0.8482 -3.8673 0.01 0.27 0.09 0.0960
H 1.9203 -0.9106 3.2088 -0.23 -0.16 0.07 0.0422
H 1.7107 2.7953 1.0076 -0.31 0.16 -0.04 0.1090
H 0.5945 1.0911 3.6101 -0.14 -0.13 0.11 0.1183
H -1.4662 -6.3930 1.1065 0.09 0.06 -0.25 0.0345
H -1.5073 5.2348 0.9042 0.09 -0.06 0.15 0.0947
H -1.1890 1.0124 3.5156 0.16 -0.08 0.01 0.1237
H 3.2242 2.9982 -2.3530 -0.26 0.11 0.05 0.1230
H 2.8246 -5.6002 0.5481 -0.46 0.00 0.17 0.0350
H 0.8417 -8.3102 0.3071 -0.03 0.36 -0.40 0.0373

---

93
Properties=species:S:1:pos:R:3:forces:R:3:lowdin_charge:R:1 method="wB97M-V/def2-TZVPD" homo_ev="-13.267 / -13.263" charge=+2 orbital_gap_ev="5.7464 / 6.2928" multiplicity=3 e_lumo_ev="-7.52 / -6.97"
W 0.4945 0.2906 1.5726 0.95 1.45 -0.92 1.0747
S 1.3958 0.6711 -0.8821 0.10 -0.46 -1.60 0.9932
S -1.5966 -0.5115 0.7217 -1.39 -0.53 -0.04 0.8287
Si 0.0301 -1.0225 3.7354 0.27 -0.79 0.89 0.5245
Si 2.8690 -0.1776 2.1270 0.25 -0.15 0.83 0.5887
O 0.1877 1.4374 -0.3464 -0.40 0.23 0.82 -0.5810
O -2.0875 -1.8626 0.9423 -0.10 -0.24 -0.07 -0.3796
C -1.9911 0.0805 -3.2784 -0.14 0.06 0.08 -0.1224
C 1.9151 1.5435 -2.3458 0.47 0.07 0.54 -0.3453
C -2.0356 -4.4003 -3.1298 -0.06 0.15 0.03 -0.0300
C -2.5160 2.8583 2.7516 0.01 -0.02 0.14 -0.0059
C -1.9327 1.9650 1.8668 -0.05 0.02 -0.13 -0.1155
C 0.9831 2.0730 -3.2218 -0.24 -0.03 0.01 -0.0389
C -1.3251 -0.2549 -4.4836 0.01 -0.03 -0.09 -0.0167
C 1.7770 -1.1431 4.5428 -0.53 0.30 -0.32 -0.3141
C -4.0115 1.1405 3.5134 0.03 0.05 -0.02 0.0013
C -1.8276 0.1498 -5.6874 0.14 -0.09 0.05 -0.0404
C -3.5564 2.4596 3.5925 0.01 -0.05 -0.04 -0.2379
C 1.4474 2.7641 -4.3263 0.00 -0.02 0.00 0.0023
C 4.2469 -1.4656 5.8205 0.02 0.01 0.00 -0.0566
C 4.3437 -0.5918 1.0408 -0.32 0.11 0.04 -0.1801
C -0.9352 -5.2723 -3.2358 0.09 -0.06 0.01 -0.0349
C -1.8684 -3.1163 -2.6923 -0.02 -0.05 -0.05 0.0064
C 1.9748 -1.8411 -1.5060 0.17 0.07 0.12 -0.0728
C 3.0719 -1.8264 6.4654 -0.05 -0.04 0.03 -0.0452
C 1.8469 -1.6578 5.8341 0.10 0.01 0.10 -0.0885
C -3.1774 0.8599 -3.3483 0.13 -0.09 0.06 -0.1373
C 3.2826 1.6948 -2.5391 0.02 -0.09 0.05 -0.0595
C 3.7238 2.3858 -3.6518 -0.06 0.00 -0.05 -0.0083
C -4.1860 3.4385 4.5354 -0.04 0.07 -0.03 -0.0212
C -3.6751 1.2534 -4.6123 -0.02 0.01 -0.12 -0.0078
C -3.3586 0.8446 -0.9372 -0.05 0.06 0.06 -0.0280
C -0.4365 -2.8335 3.4524 -0.10 0.32 -0.10 -0.1918
C 2.4727 1.7764 2.0947 -0.24 -0.73 -0.32 -0.2267
C 0.5172 -3.5388 -2.3966 -0.17 0.15 -0.01 -0.1331
C 2.9664 -0.7990 3.8832 0.10 0.04 -0.38 -0.3337
C 3.3064 3.7478 -5.7164 -0.01 0.02 0.05 -0.0248
C 0.3110 -4.8545 -2.8649 0.01 -0.08 0.00 -0.0079
C -2.3953 0.6421 1.8314 0.44 0.22 -0.17 -0.4316
C -1.5123 -0.3361 -2.0017 -0.02 0.01 0.06 -0.1521
C -0.3675 -1.2850 -1.9259 0.00 -0.06 0.04 -0.1341
C 4.1936 -0.9655 4.5309 0.08 0.05 -0.09 -0.0895
C 0.8892 -0.9339 -1.4920 0.01 0.09 0.02 -0.3184
C -3.8469 1.2148 -2.1552 -0.01 0.01 0.04 0.0186
C 1.7963 -3.1035 -1.9779 0.02 0.00 0.00 0.0149
C 2.8139 2.9405 -4.5541 0.05 -0.04 0.04 -0.2332
C -0.5834 -2.6393 -2.3377 0.14 -0.01 0.06 -0.0913
C -2.1841 0.0709 -0.8748 0.25 -0.05 0.03 -0.2574
C -3.4302 0.2262 2.6526 0.01 -0.31 -0.06 -0.0524
C -1.1381 -0.1766 4.9686 0.12 -0.09 -0.25 -0.1849
C -3.0181 0.9024 -5.7560 -0.08 0.07 0.03 -0.0410
H 1.4506 2.0812 2.4229 0.17 0.37 0.10 0.0162
H 0.9419 -1.9515 6.3549 0.02 0.02 0.03 0.1079
H -3.4230 3.9872 5.0874 -0.02 -0.01 0.03 0.0942
H -0.7148 -0.2233 5.9735 0.05 -0.04 -0.03 0.0358
H 0.7322 3.1774 -5.0263 0.00 0.02 0.01 0.1287
H -4.5915 1.8284 -4.6548 0.02 0.01 -0.01 0.1246
H 3.1105 -2.2483 7.4615 0.00 0.03 0.00 0.1178
H -4.7617 1.7904 -2.2188 0.00 0.00 0.01 0.1310
H -1.3491 -2.9575 2.8739 -0.02 0.00 0.03 0.0068
H 4.3389 -0.0288 0.1066 0.00 0.01 0.02 0.0051
H -4.8340 0.8264 4.1432 0.00 -0.01 0.00 0.1339
H -1.3124 -0.1177 -6.6007 0.00 0.01 0.00 0.1175
H 2.6901 2.2546 1.1402 -0.06 0.09 0.04 0.0325
H -3.4051 1.1971 -6.7222 -0.02 0.01 0.02 0.1184
H -2.7257 -2.4643 -2.6065 -0.02 0.03 -0.02 0.1266
H 5.2763 -0.3648 1.5606 -0.05 0.04 0.08 0.0455
H -1.2312 2.3348 1.1251 -0.02 0.04 0.01 0.0940
H 5.1170 -0.6954 4.0295 0.01 -0.04 0.03 0.1016
H 4.7862 2.5053 -3.8216 0.00 0.01 0.01 0.1302
H -3.0237 -4.7511 -3.3955 0.01 -0.01 0.00 0.1195
H 2.9464 -1.5103 -1.1552 -0.02 -0.07 -0.04 0.0903
H -4.7749 4.1729 3.9820 0.01 -0.01 0.00 0.1004
H -1.0871 -6.2793 -3.6004 0.02 0.00 0.01 0.1199
H -0.0781 1.9530 -3.0480 0.01 0.04 0.00 0.1140
H 0.3686 -3.3472 2.9236 0.02 0.02 0.01 0.0394
H -4.8492 2.9460 5.2428 0.02 -0.01 0.02 0.0880
H 4.3568 -1.6573 0.8051 -0.03 -0.01 0.05 0.0456
H -0.5717 -3.3264 4.4182 0.07 0.06 0.05 0.0446
H 2.5602 3.8203 -6.5046 0.00 -0.01 0.00 0.0871
H 3.9908 1.2704 -1.8376 0.02 0.05 -0.02 0.1036
H -0.4125 -0.8359 -4.4475 0.00 -0.02 0.00 0.1264
H -2.1801 3.8879 2.7724 0.02 -0.01 -0.01 0.1328
H 3.1269 2.2050 2.8543 -0.09 -0.18 0.20 0.0691
H -3.7752 -0.7996 2.5917 0.01 0.01 0.05 0.1345
H 3.5340 4.7600 -5.3743 0.01 0.01 -0.06 0.1016
H -2.1000 -0.6893 4.9867 0.00 0.00 0.01 0.0364
H 2.6270 -3.7965 -2.0210 0.01 0.01 0.01 0.1318
H 1.1601 -5.5244 -2.9186 -0.02 -0.01 -0.01 0.1244
H 4.2215 3.3258 -6.1285 0.00 0.01 -0.02 0.0913
H -3.8770 1.1248 -0.0322 -0.04 0.03 -0.03 0.1167
H -1.3216 0.8745 4.7394 0.03 0.00 0.00 0.0165
H 5.1998 -1.5767 6.3200 0.00 -0.03 0.00 0.1163

---

43
Properties=species:S:1:pos:R:3:forces:R:3:lowdin_charge:R:1 method="wB97M-V/def2-TZVPD" homo_ev=-9.162 charge=+1 orbital_gap_ev=4.3007 multiplicity=1 e_above_lowest_kcal_mol=86.2 e_lumo_ev=-4.86
Pb -0.1319 0.8353 1.9629 0.71 -0.71 1.54 0.9657
P -2.4819 0.8938 0.4209 -1.67 -1.21 -0.85 0.7011
P 2.2392 -0.5087 1.1140 -0.65 -1.34 -0.43 0.6588
O 0.2166 3.0625 -0.7942 0.39 -2.42 0.91 0.1796
O 3.0126 3.0549 -2.2550 0.69 -1.44 -0.78 -0.1117
O -0.3055 -1.1697 5.8892 -0.60 -0.02 -1.92 0.0877
N -0.7756 -0.7812 3.5572 0.27 0.55 -0.30 -0.1173
N -0.1017 -0.5084 -0.7644 0.04 -0.55 0.84 0.0157
C 1.8430 -2.1447 1.8534 0.25 0.08 0.79 -0.2767
C 0.9663 -1.8545 -2.4496 -0.37 -0.45 -0.33 -0.0607
C 2.3029 -1.2111 -0.5411 -0.38 3.22 -0.96 -0.2947
C -0.5512 -0.9966 4.7336 0.65 0.75 0.51 -0.5293
C -2.5886 -0.7521 -0.4244 -0.18 0.54 0.53 -0.3017
C -0.2236 -2.4664 -2.7667 1.01 0.17 -0.18 -0.0630
C -4.1737 1.0750 1.1420 0.13 0.13 0.33 -0.2545
C -1.2713 -1.1099 -1.1075 -0.73 -1.05 -0.77 -0.3701
C -2.6844 1.9698 -1.0427 0.09 0.41 -0.17 -0.2780
C 1.0604 -1.0846 -1.2659 0.08 -0.46 0.59 -0.4198
C 3.9299 -0.0322 1.6137 -0.05 0.10 0.33 -0.2699
C -1.3665 -2.1380 -2.0430 -0.46 1.15 0.59 -0.0628
H 1.4283 -2.1154 2.8701 0.17 -0.05 -0.26 0.0162
H -3.4331 -0.7044 -1.1517 0.64 -0.09 0.42 0.1028
H 3.9473 0.2831 2.6675 -0.02 -0.14 -0.31 0.0453
H -2.3463 -2.5509 -2.2719 0.30 -0.10 0.13 0.1128
H -3.5781 1.6195 -1.5837 0.30 0.17 0.18 0.0600
H -0.2545 -3.2589 -3.5008 0.01 0.13 -0.24 0.1124
H 1.9161 -2.1258 -2.8932 -0.15 -0.23 -0.17 0.1120
H 0.2837 2.1689 -0.1423 -0.11 2.18 -2.06 0.1067
H -2.8591 3.0062 -0.7029 0.20 -0.34 -0.38 0.0561
H 1.1349 -2.6232 1.1584 0.26 0.22 0.37 0.0523
H -2.8880 -1.4937 0.3547 0.44 0.37 -0.51 0.1090
H -4.1538 1.9690 1.7967 -0.25 -0.48 -0.31 0.0489
H 3.1414 -0.8681 -1.1812 -0.04 -0.71 0.45 0.0590
H -1.8274 1.8900 -1.7326 -0.39 0.13 0.30 0.0321
H 3.8956 3.0683 -1.7938 -1.29 -0.21 -0.95 0.0722
H -4.4151 0.1868 1.7593 0.11 0.53 -0.32 0.0590
H 2.7913 -2.6973 1.8346 -0.32 -0.14 0.02 0.0521
H 0.5296 2.8569 -1.7242 0.03 -0.07 0.91 0.1769
H 3.0636 2.3604 -2.9990 0.27 1.61 1.82 0.0956
H 0.7810 3.7732 -0.4383 0.21 0.03 0.05 0.1688
H 4.5855 -0.9042 1.5012 -0.02 0.28 -0.10 0.0543
H -4.9329 1.2109 0.3401 0.51 -0.15 0.55 0.0610
H 4.2750 0.8153 1.0007 -0.05 -0.41 0.15 0.0361

---

41
Properties=species:S:1:pos:R:3:forces:R:3:lowdin_charge:R:1 method="wB97M-V/def2-TZVPD" homo_ev=-6.932 charge=-1 orbital_gap_ev=8.9081 multiplicity=1 e_above_lowest_kcal_mol=144.2 e_lumo_ev=1.98
O -1.7203 3.7276 1.2700 3.60 7.27 6.07 0.0744
O 1.1921 -0.0541 4.0782 -3.06 -5.67 -0.99 -0.0480
O -2.2467 2.6920 -1.2781 1.72 0.68 1.76 -0.1190
O -2.7052 2.0768 2.1377 -3.84 -0.88 2.38 -0.1049
O -2.7772 -1.8487 0.0293 -0.11 -0.79 -2.23 -0.0008
O 3.7992 1.6237 -0.9280 3.79 -0.01 -1.38 0.0017
O 2.0120 -2.1338 -2.0625 -1.19 -4.66 -5.48 -0.0207
O -1.9970 -0.9403 -3.3094 5.01 -2.94 -1.37 -0.0800
O -0.7012 -2.9967 -1.9574 -1.09 1.15 1.78 -0.0653
O -0.1585 1.9102 -3.7472 0.49 -3.64 3.97 -0.0467
O 4.0849 -1.6544 1.8905 0.33 2.20 -1.33 -0.0778
O 1.1639 -3.7064 1.8754 -1.08 1.58 -0.61 -0.0744
B 0.2499 0.1262 0.3545 -1.63 -1.06 -1.18 -0.4095
H -0.6514 2.5866 -4.0326 -2.36 4.52 -2.89 -0.0643
H -1.2360 -2.6302 -1.1924 0.47 0.62 -1.04 0.0584
H 2.8984 1.6445 -0.9456 -3.99 -0.11 0.08 -0.0270
H -2.3090 -0.7297 -2.5018 -3.01 1.91 4.15 -0.0819
H -1.3393 3.6651 0.4914 3.08 -0.75 -5.62 -0.0400
H 0.6432 -0.3254 3.2474 1.29 0.38 2.11 0.0766
H -2.4312 2.9787 1.7804 -2.11 -2.63 1.23 -0.1833
H 4.0866 1.6638 -0.0388 0.14 0.07 1.31 0.0088
H -1.8324 3.5928 -0.9576 -1.31 -3.16 -1.36 0.0831
H -0.2330 0.2568 -0.7881 0.12 -0.15 0.20 -0.0243
H 1.1116 -2.5552 -1.9714 1.07 0.21 -0.91 0.0253
H 4.3874 -0.7965 1.4807 0.76 -0.99 1.19 0.0522
H -0.7174 -3.8554 -1.5836 0.55 -2.12 -0.17 0.0451
H 1.5094 -3.2938 2.6606 0.74 -0.25 0.88 0.0146
H 1.9475 -1.6807 -1.3323 0.25 4.63 6.34 -0.1112
H -0.3048 -0.8589 0.8711 -0.16 0.22 0.34 -0.0479
H -2.3822 -1.2827 0.6386 1.77 2.08 1.34 -0.0159
H -2.0018 1.5835 1.8273 2.22 -2.11 -0.75 -0.0665
H -0.9597 4.0140 1.9599 -2.63 -1.03 -2.48 0.2175
H -3.3403 -2.3222 0.5990 -1.41 -1.31 0.72 0.0280
H -1.9247 1.9048 -0.6863 -0.47 2.27 -1.31 0.0750
H 1.4139 0.7598 3.8228 1.69 5.29 -1.30 -0.0619
H 0.6755 -2.8964 1.5675 0.31 -1.15 -0.34 0.0289
H -0.8099 1.7748 -2.9715 1.90 -0.81 -1.06 0.0511
H 3.3129 -1.5922 1.3232 -1.16 -1.24 0.08 0.0019
H 1.3660 -0.1407 0.2862 1.85 -0.30 -0.20 -0.0869
H -1.1794 -1.4331 -2.7926 -2.26 1.39 -3.12 0.0976
H 0.1041 1.1457 0.8855 -0.32 1.31 1.16 -0.0822